(1)
Molecular formula: C6H24N12O6Tl
Method: DFT, ωB97M-V with the def2-TZVPD basis set

XYZ file:
```
49
C6H24N12O6Tl ωB97M-V with the def2-TZVPD basis set
H 3.24725 3.05940 -0.61905
N 4.41442 -0.09450 0.24208
N 2.38047 -3.06713 -2.54289
N -3.72958 3.30032 -0.13134
H -4.30776 -0.11731 -1.62170
H -5.55784 -0.99657 -0.79057
N 4.18630 1.37973 1.99589
H 5.24436 -0.41133 0.71828
C -2.90709 2.73463 0.77311
O -0.62539 -2.27695 0.31681
H 4.09696 -0.61886 -0.55278
N 0.99855 5.34119 -1.03797
N -4.34868 -1.64683 1.22635
Tl -0.06550 0.51846 -0.43071
O 1.82146 -1.59151 -0.91983
H 0.02179 5.42140 -1.25700
N -4.62114 -0.62745 -0.81657
N 0.08550 -4.43299 -0.02896
C 1.52409 4.12914 -0.79134
H -4.39279 2.51732 2.26164
H -3.80543 -1.73261 2.06838
H -4.65883 3.64707 0.03751
C 3.67125 0.83575 0.87909
H -0.18589 -5.35109 -0.33697
C 2.52521 -2.54134 -1.30478
H -3.33598 3.40092 -1.05278
H -5.27330 -2.03424 1.14057
O 2.55505 1.19274 0.41420
H 3.46598 4.76348 -0.70430
H 1.56688 6.14833 -0.83465
H 3.92623 -3.95348 -0.88229
N -2.09971 -3.99491 0.46758
H 0.98032 -4.06245 -0.28883
H 3.52213 1.84078 2.59708
H -2.28130 -4.98327 0.48047
H -2.83531 -3.32649 0.61187
N 3.46368 -3.13471 -0.52473
H 3.47757 -2.88583 0.44940
N -3.41945 2.53226 2.00110
H -2.84915 2.12125 2.72342
O -2.61417 -0.55113 0.27551
N 2.84732 3.97003 -0.76424
C -3.79438 -0.95327 0.20371
C -0.85740 -3.50123 0.25205
H 5.03170 1.00155 2.39138
H 2.73614 -3.92836 -2.92661
H 1.75527 -2.61058 -3.18758
O -1.72547 2.43095 0.48102
O 0.74566 3.13970 -0.66003
```

HOMO energy = -0.6561 hartree
total energy = -1523.160163 Ha
net charge = +3
Kohn-Sham gap = 3.5 eV
largest force on an atom = 1.81 eV Å⁻¹

These are the Löwdin partial charges, in e, on atoms 1 to 2: atom 1 (H): 0.10, atom 2 (N): 0.22



(2)
Molecular formula: C36H60IN5O3S2
Method: DFT, ωB97M-V with the def2-TZVPD basis set

XYZ file:
```
107
C36H60IN5O3S2 ωB97M-V with the def2-TZVPD basis set
H 4.54995 -5.30097 -3.41021
C 0.64213 2.71155 -2.71065
N 2.89713 -7.23869 2.29525
H -6.66456 2.38676 -2.63997
H 1.93463 2.92787 2.33793
H 1.88562 5.98696 0.83258
C -1.95680 5.50727 3.09975
H -5.36988 4.42669 -2.95558
H 3.40989 4.18564 -0.19432
H 2.17183 5.17356 -2.00991
H -1.40989 5.83436 2.13172
C -2.04412 -1.67628 -0.73108
H -0.53032 2.47589 2.77849
H 4.58385 -0.22533 1.40248
C -4.94097 1.07327 -3.19483
H 2.43324 -2.94521 2.81263
H 2.28925 -0.86292 2.21995
H -0.25629 2.02959 -4.67274
C -3.59391 2.89451 0.98758
H -0.15567 6.21580 -0.36830
H 2.34827 0.28402 3.65538
C 2.92779 -7.83089 -2.42118
H 2.92178 -5.76915 -3.95538
C -0.28018 1.71055 -3.57565
H -0.39910 3.56567 4.26412
C 4.35310 -6.54018 -0.94669
C -2.30829 3.92594 3.05499
C -1.79466 1.88523 -3.00850
C 1.37896 4.96095 0.65265
C 3.53451 -5.53805 -3.08240
H 1.73685 2.34878 -2.68715
O 3.70958 -1.40521 3.68960
H 1.70346 -5.62327 2.84414
S 0.47006 -1.54652 -0.08734
C 2.87386 2.94914 1.67973
C -5.78025 1.92041 -2.08095
C -5.08942 4.51041 -1.84035
C -1.43825 -0.35347 -1.41084
H -3.09899 1.85963 0.94878
C 0.32989 5.18631 -0.57491
H 0.91214 -6.80819 1.76867
N -4.16627 -3.31231 -0.30837
C -1.14212 2.94946 3.63037
H 3.69071 -6.69159 -0.09180
C -3.57112 3.40918 2.50619
O 4.46353 -5.59557 2.63361
H -5.58760 1.91519 0.64052
H -3.75660 2.76338 -1.45826
C -2.35973 0.58382 -2.27510
H -5.63147 0.38495 -3.81514
C -4.86675 2.98446 -1.29297
H -1.20094 5.70408 3.95497
H -4.46815 3.38475 3.21647
H 3.80339 3.36068 2.20639
H -0.62141 4.48460 -3.43665
C 3.01324 -0.35732 2.97376
H -2.88137 6.15579 3.29131
H 0.26941 2.61264 -1.61603
O 2.92936 -8.80862 -1.69467
H 4.21638 -2.82152 2.12775
N -0.04048 -0.23350 -1.09580
H 0.01341 0.61085 -3.49434
H 3.89021 -3.48420 3.81180
C 2.59141 -8.65547 2.27102
H 3.10786 -4.67535 -2.56387
H -2.42811 2.24563 -3.89228
H -4.43509 1.77897 -3.94922
C 0.46924 4.25393 -3.11659
H 2.10643 0.95665 0.85880
N -1.02921 -2.38680 -0.01001
S -3.13491 -4.17114 2.30978
H -5.87447 5.06446 -1.21603
C 1.03259 5.29808 -2.01914
H 4.86524 -7.57267 2.81374
C 2.47600 3.82654 0.35747
C 4.02861 0.52891 2.08513
H -1.55191 2.12490 4.30597
C -3.54386 -2.09826 -0.86384
H 0.80426 6.35055 -2.44523
H 1.80207 -8.86204 2.99869
H -6.17265 1.16904 -1.29231
C 3.12852 1.43746 1.11071
C 1.84540 -6.28856 1.98855
H 3.47167 -9.25031 2.52005
N 3.58310 -6.66156 -2.16910
H 3.65221 1.57943 0.08602
H -5.61007 3.83281 0.70518
C -4.46702 -1.13910 -1.69862
C -3.87175 0.17021 -2.37678
H 2.14484 -5.68881 1.12484
H 0.74658 4.64836 1.55721
C 4.14202 -6.77032 2.59702
I -6.57231 -1.73958 -1.88512
H 5.12517 -7.31376 -0.93288
C -3.75573 -3.54141 0.91786
H -1.78301 2.74283 -2.22802
H -2.94514 3.61991 0.38063
H 1.09697 4.40917 -4.08130
H -4.06344 5.02171 -1.79056
C -5.08298 2.89232 0.32462
H 1.96534 3.06166 -0.35097
H 4.81809 -5.55585 -0.88128
H 2.24624 -8.92836 1.27042
H 2.37367 -7.81995 -3.37353
H 4.78921 1.12262 2.69501
H -0.50770 4.40843 -0.50917
C 3.53475 -2.69693 3.05564
```

HOMO energy = -0.2462 hartree
total energy = -3000.743036 Ha
Kohn-Sham gap = 5.1 eV
SMILES string = COCCCCCCCCCCCCc1c(CC[C@@H](C)CCC=C(C)C)c(I)c(N=C=S)c2nsnc12.CN(C)C=O.CN(C)C=O
largest force on an atom = 6.01 eV Å⁻¹

These are the Löwdin partial charges, in e, on atoms 1 to 2: atom 1 (H): 0.09, atom 2 (C): -0.24